Here is C27H23Cl2GaO2P2S2 as an isolated structure in a non-equilibrium geometry from the Open Molecules 2025 dataset. Energies are from ωB97M-V with the def2-TZVPD basis set.

Its net charge is 0. Its electronic energy is -150138.74864 eV. The calculation puts the maximum force at 2.2 eV Å⁻¹. The value obtained for the orbital gap is 8.0 eV. As for the multiplicity: 1.

Each line ends with the Löwdin charge.
Cartesian coordinates (Å):
Ga -0.069 0.398 -0.550  0.03
S -0.364 -1.846 -1.854  0.40
P 0.856 -2.291 -0.312  0.45
C 1.223 -0.837 0.606  -0.58
P 2.649 0.050 0.077  0.47
S 2.010 1.826 -0.647  0.43
C 3.643 0.412 1.548  -0.37
C 4.461 1.535 1.564  -0.10
C 5.186 1.832 2.701  -0.08
C 5.101 1.009 3.813  -0.08
C 4.297 -0.120 3.788  -0.08
C 3.559 -0.417 2.658  -0.09
C 3.842 -0.693 -1.076  -0.33
C 4.999 -1.311 -0.618  -0.07
C 5.867 -1.882 -1.531  -0.08
C 5.585 -1.830 -2.886  -0.08
C 4.428 -1.216 -3.338  -0.08
C 3.552 -0.649 -2.434  -0.10
C 2.231 -3.365 -0.806  -0.34
C 2.452 -3.664 -2.141  -0.10
C 3.506 -4.489 -2.487  -0.08
C 4.330 -5.008 -1.504  -0.08
C 4.102 -4.713 -0.169  -0.08
C 3.049 -3.892 0.187  -0.08
C -0.081 -3.368 0.813  -0.37
C -0.251 -3.041 2.149  -0.13
C -1.009 -3.866 2.961  -0.09
C -1.592 -5.010 2.441  -0.08
C -1.423 -5.330 1.102  -0.08
C -0.669 -4.510 0.285  -0.09
H 4.494 2.176 0.694  0.09
H 5.808 2.715 2.725  0.10
H 5.654 1.256 4.706  0.10
H 4.236 -0.760 4.657  0.10
H 2.900 -1.275 2.623  0.09
H 5.215 -1.340 0.442  0.11
H 6.768 -2.365 -1.183  0.11
H 6.275 -2.264 -3.594  0.11
H 4.210 -1.179 -4.395  0.11
H 2.642 -0.163 -2.768  0.10
H 1.794 -3.248 -2.893  0.08
H 3.682 -4.725 -3.526  0.11
H 5.156 -5.645 -1.783  0.10
H 4.749 -5.128 0.589  0.11
H 2.850 -3.654 1.223  0.11
H 0.203 -2.136 2.534  0.08
H -1.147 -3.618 4.003  0.10
H -2.187 -5.652 3.076  0.10
H -1.886 -6.217 0.696  0.10
H -0.541 -4.729 -0.768  0.10
Cl -0.470 1.432 2.085  0.63
C -1.862 0.390 2.385  -0.88
Cl -2.135 -0.664 0.992  0.66
H -2.745 1.012 2.524  0.04
H -1.649 -0.230 3.254  0.04
O -0.640 1.285 -2.510  -0.05
C -1.490 1.894 -1.867  -0.52
O -1.630 1.764 -0.625  -0.11
H -2.163 2.603 -2.381  0.15

=====

Here is C27H23F6N3O8SeTc as an isolated structure in a non-equilibrium geometry from the Open Molecules 2025 dataset. Energies are from ωB97M-V with the def2-TZVPD basis set.

Its net charge is +2. Its electronic energy is -133058.06206 eV. The calculation puts the maximum force at 1.6 eV Å⁻¹. The value obtained for the orbital gap (alpha / beta) is 7.2 / 7.7 eV. As for the multiplicity: 2. The energy relative to the best compared isomer or geometry (same formula, charge and spin) is 0.2130 eV.

Each line ends with the Löwdin spin population.
Cartesian coordinates (Å):
Tc 2.062 -3.404 1.458  0.93
O 2.850 -6.751 3.805  0.01
C 2.376 -5.884 2.969  0.01
O 3.015 -4.908 2.575  0.00
C 0.960 -6.144 2.547  0.00
O 0.596 -5.292 1.469  0.00
C 0.579 -5.911 0.156  0.00
C 1.567 -5.273 -0.770  0.01
O 1.643 -5.608 -1.906  0.02
O 2.324 -4.301 -0.205  0.07
H 3.748 -6.499 4.084  0.00
H 0.323 -5.929 3.404  0.00
H 0.839 -7.193 2.292  0.00
H -0.413 -5.799 -0.268  0.00
H 0.810 -6.971 0.233  0.00
F 0.639 1.568 -3.004  0.00
C -0.026 1.303 -1.864  0.00
C 0.354 0.224 -1.134  0.00
C -0.283 -0.069 0.078  0.00
C 0.156 -1.171 0.905  0.00
O 1.071 -1.931 0.457  0.01
C -0.482 -1.333 2.150  0.00
C -1.552 -0.534 2.457  0.00
N -1.985 0.470 1.695  0.00
C -3.182 1.220 2.076  0.00
C -3.036 2.613 2.618  0.00
C -3.454 1.488 3.517  0.00
C -1.328 0.754 0.492  0.00
C -1.717 1.848 -0.285  0.00
C -1.067 2.167 -1.467  0.00
N -1.458 3.280 -2.237  0.00
C -0.818 3.591 -3.527  0.00
C -1.573 4.743 -4.192  0.00
N -3.031 4.623 -3.821  0.00
C -3.229 4.948 -2.352  0.00
C -1.997 4.472 -1.589  0.00
C -0.089 -2.329 3.173  0.01
O -0.805 -2.633 4.082  0.00
O 1.169 -2.813 3.048  0.06
H 1.164 -0.405 -1.489  0.00
H -2.093 -0.719 3.374  0.00
H -4.024 1.012 1.431  0.00
H -3.775 3.348 2.322  0.00
H -2.030 2.995 2.750  0.00
H -4.484 1.426 3.838  0.00
H -2.733 1.158 4.255  0.00
H -2.550 2.442 0.056  0.00
H -0.864 2.719 -4.169  0.00
H 0.229 3.880 -3.434  0.00
H -1.478 4.694 -5.271  0.00
H -1.253 5.726 -3.861  0.00
H -3.329 3.665 -3.991  0.00
H -3.614 5.223 -4.399  0.00
H -4.142 4.450 -2.036  0.00
H -3.362 6.023 -2.269  0.00
H -2.285 4.282 -0.566  0.00
H -1.241 5.261 -1.551  0.00
F 3.804 2.122 -2.612  0.00
C 3.832 1.187 -1.675  0.00
C 4.279 -0.077 -1.989  0.00
F 4.673 -0.350 -3.225  0.00
C 4.309 -1.047 -1.010  0.00
F 4.747 -2.251 -1.354  0.00
C 3.905 -0.772 0.287  -0.01
Se 4.045 -2.108 1.638  -0.11
C 3.437 0.501 0.573  0.00
F 2.975 0.817 1.786  0.00
C 3.394 1.477 -0.399  0.00
F 2.907 2.689 -0.131  0.00

=====

Here is C27H23N3O4S as an isolated structure in a non-equilibrium geometry from the Open Molecules 2025 dataset. Energies are from ωB97M-V with the def2-TZVPD basis set.

Its net charge is 0. Its electronic energy is -51850.06904 eV. The calculation puts the maximum force at 18.1 eV Å⁻¹. The value obtained for the orbital gap is 7.2 eV. As for the multiplicity: 1.

Each line ends with the Löwdin charge.
Cartesian coordinates (Å):
C 4.914 1.769 1.473  -0.02
H 6.083 1.622 1.224  0.10
H 4.637 2.519 0.586  0.10
H 4.770 2.210 2.330  -0.03
C 4.157 0.248 1.185  -0.37
C 4.230 -0.266 0.016  -0.38
C 5.420 -0.800 -0.304  0.03
C 5.640 -1.194 -1.855  0.02
C 4.530 -1.251 -2.695  -0.15
C 3.397 -0.830 -2.206  -0.02
C 3.158 -0.044 -0.908  -0.11
N 1.829 0.367 -0.661  0.05
C 0.989 -0.761 -0.244  -0.35
N -0.209 -0.153 0.239  0.11
C -0.589 1.062 -0.022  -0.19
C -1.938 1.445 0.603  0.00
C -2.197 2.637 0.420  -0.17
C -1.367 3.700 -0.019  -0.04
C 0.052 3.488 -0.512  0.09
C 0.308 2.091 -0.231  -0.05
C 1.649 1.641 -0.793  -0.48
O 2.458 2.479 -0.928  0.12
H 0.667 4.212 -0.745  0.05
H -1.698 4.836 -0.008  0.13
H -3.232 3.275 0.408  0.16
H -2.467 0.753 0.839  0.01
S 1.414 -2.452 -0.018  1.09
C -0.231 -2.706 0.343  -0.53
C -1.311 -2.344 -0.552  -0.41
O -0.870 -2.242 -1.752  0.01
C -2.581 -1.847 -0.251  -0.22
C -3.187 -2.431 0.866  0.00
C -4.394 -1.963 1.380  0.01
C -5.174 -1.264 0.530  -0.11
C -4.640 -0.778 -0.664  -0.26
C -3.300 -0.925 -0.997  0.06
H -2.884 -0.800 -2.143  0.20
N -5.385 0.115 -1.232  0.11
C -6.584 0.683 -1.103  -0.39
O -7.375 1.420 -1.767  0.03
C -6.834 0.339 0.510  -0.23
H -6.691 1.370 1.142  0.17
O -6.495 -0.804 0.970  -0.01
H -8.049 0.226 0.483  0.17
H -5.163 0.332 -2.512  0.31
H -4.720 -2.411 2.264  0.11
H -2.537 -3.195 1.677  0.20
H -0.382 -2.702 1.424  0.09
H -0.194 -3.863 0.199  0.13
H 2.373 -0.748 -2.807  0.16
H 4.724 -1.649 -3.635  0.09
H 6.650 -1.546 -2.094  0.09
H 6.550 -0.566 0.090  0.17
C 4.698 -0.610 2.525  -0.07
H 5.823 -0.741 2.473  0.06
H 4.450 -0.019 3.618  0.14
H 4.120 -1.556 2.265  0.07
H 2.988 0.620 1.579  0.20